Computed, not measured: a cluster of 5 separate species, C20H52ClN4O10 in total, with ωB97M-V/def2-TZVPD.

Structure (ORCA input):
```
! RIJCOSX wB97M-V def2-TZVPD def2/J DEFGRID3
* xyz -1 1
Cl -0.59667 0.08797 0.54679
O -1.55110 0.80925 1.33098
O 0.58419 0.90460 0.38597
O -0.26971 -1.18757 1.24654
O -1.05610 -0.21903 -0.79319
C 0.29354 2.76107 1.58396
O -0.49613 3.95992 1.72767
C 0.26909 5.12899 1.89321
C -0.50644 6.36851 2.52026
N -1.22479 7.17668 1.50618
C -2.03720 6.49724 0.49820
C -2.50068 7.62011 -0.46910
O -3.30625 7.10667 -1.55400
C -3.66476 8.02871 -2.62078
H 0.62375 2.40373 2.55934
H 1.11573 2.83591 0.87226
H -0.29558 1.92162 1.21466
H 0.68247 5.42409 0.92878
H 1.05978 4.84409 2.58729
H 0.28513 6.92641 3.02051
H -1.22762 5.85203 3.15371
H -1.84056 7.79616 2.01331
H -2.91883 6.06892 0.97503
H -1.55258 5.69664 -0.06063
H -1.62958 8.05366 -0.96035
H -2.89662 8.52837 -0.01478
H -4.12857 8.93394 -2.22892
H -4.38427 7.56566 -3.29606
H -2.76705 8.42342 -3.09663
C 4.06806 -2.98548 -1.42747
O 2.70920 -3.01665 -1.09936
C 2.18636 -1.88659 -0.34742
C 1.90798 -0.75446 -1.34025
N 0.74016 -1.07001 -2.20259
C 0.72948 -0.25408 -3.43115
C -0.35171 -0.68069 -4.41903
O -0.35232 -1.99792 -4.80566
C -1.04570 -2.24629 -6.03486
H 4.27629 -2.04986 -1.94646
H 4.56754 -3.89010 -1.77431
H 4.66553 -2.88544 -0.52130
H 2.90934 -1.55176 0.39643
H 1.25428 -2.12791 0.16356
H 2.82403 -0.42106 -1.82790
H 1.70495 -0.06023 -0.52482
H 0.05784 -0.62868 -1.60276
H 1.69088 -0.26657 -3.94463
H 0.64272 0.80579 -3.19188
H -0.17318 -0.04447 -5.28589
H -1.37541 -0.53658 -4.07350
H -1.11666 -3.33380 -6.01559
H -0.60851 -1.95154 -6.98885
H -2.05682 -1.84786 -5.95115
C 0.18899 -3.50461 5.09548
C -0.00735 -2.53544 3.78572
C 0.63279 -3.32160 2.60733
O 2.05834 -3.38838 2.80023
C 2.67663 -2.36760 2.00183
N -1.40090 -2.12265 3.44268
H -0.37358 -3.26380 5.99749
H 1.27060 -3.55087 5.22222
H -0.11244 -4.50304 4.77865
H 0.61734 -1.65592 3.94161
H 0.34748 -2.88620 1.64966
H 0.28366 -4.35372 2.63764
H 2.56281 -2.52864 0.92981
H 3.72772 -2.51105 2.25229
H 2.43938 -1.35871 2.33942
H -1.82931 -1.66252 4.23315
H -1.42784 -1.36345 2.77710
C -2.10061 -3.01213 0.43154
C -0.74095 -3.22691 -0.29110
C -0.25975 -4.66129 -0.56235
O 1.07272 -4.69719 -1.07056
C 1.99391 -4.76937 -0.01254
N -0.83119 -2.44761 -1.56933
H -1.94409 -3.36894 1.44952
H -2.95537 -3.60986 0.11497
H -2.42211 -1.97730 0.54931
H -0.07450 -2.70954 0.39900
H -0.90843 -5.26022 -1.20158
H -0.27798 -5.08993 0.43967
H 1.85395 -4.09276 0.83049
H 3.00502 -4.54653 -0.35328
H 1.91649 -5.81160 0.29712
H -1.64011 -2.87381 -1.99838
H -1.25823 -1.60237 -1.21817
*
```

E: -2224.033500 Eh
Energy relative to the best compared isomer or geometry (same formula, charge and spin): 1268.5 kJ/mol
HOMO energy: -3.45 eV

Taken from the Löwdin analysis, the atomic charges in e are:
1. Cl 0.843
2. O -0.269
3. O -0.374
4. O -0.389
5. O -0.297
6. C -0.118
7. O -0.188
8. C -0.239
9. C -0.166
10. N -0.091
11. C -0.187
12. C -0.213
13. O -0.208
14. C -0.097
15. H 0.101
16. H 0.098
17. H -0.011
18. H 0.116
19. H 0.107
20. H 0.103
21. H 0.108
22. H 0.094
23. H 0.117
24. H 0.121
25. H 0.107
26. H 0.109
27. H 0.070
28. H 0.083
29. H 0.076
30. C -0.098
31. O -0.261
32. C -0.236
33. C -0.160
34. N -0.059
35. C -0.181
36. C -0.268
37. O -0.178
38. C -0.106
39. H 0.084
40. H 0.095
41. H 0.080
42. H 0.095
43. H 0.084
44. H 0.111
45. H 0.072
46. H -0.021
47. H 0.108
48. H 0.109
49. H 0.108
50. H 0.119
51. H 0.084
52. H 0.077
53. H 0.078
54. C -0.034
55. C -0.333
56. C -0.213
57. O -0.180
58. C -0.118
59. N 0.035
60. H 0.054
61. H 0.060
62. H 0.057
63. H 0.118
64. H 0.048
65. H 0.125
66. H -0.021
67. H 0.108
68. H 0.115
69. H 0.060
70. H 0.028
71. C -0.053
72. C -0.372
73. C -0.153
74. O -0.138
75. C -0.124
76. N 0.040
77. H 0.049
78. H 0.073
79. H 0.068
80. H 0.032
81. H 0.124
82. H 0.103
83. H 0.061
84. H 0.082
85. H 0.099
86. H 0.078
87. H -0.017


Computed, not measured: a cluster of 5 separate species, C20H53BClFO9P in total, with ωB97M-V/def2-TZVPD.

Structure (ORCA input):
```
! RIJCOSX wB97M-V def2-TZVPD def2/J DEFGRID3
* xyz -1 1
C 0.26298 0.80494 -1.09388
B -0.45514 -0.56726 -1.68957
O -1.00514 -1.66122 -0.83856
P -0.52655 -0.74620 -3.59530
Cl -1.65332 -2.53469 -3.34012
C 1.16978 -1.66808 -3.49252
C 2.47163 -0.67223 -3.53012
C 3.66256 -1.40429 -2.66337
F 2.95655 -0.36147 -4.90247
H 0.08340 1.69285 -1.83589
H -0.11081 1.01378 0.00755
H 1.41909 0.53295 -0.98592
H -0.24136 -2.33988 -0.82018
H -0.54088 -0.97656 -5.01737
H -1.77594 0.01504 -3.68147
H 0.23336 0.49739 -3.77623
H 1.27843 -2.34612 -2.54414
H 1.25926 -2.37165 -4.44809
H 2.26911 0.36698 -3.00800
H 4.70962 -0.89337 -2.83190
H 3.39765 -1.25011 -1.51373
H 3.66267 -2.56440 -2.92077
C -2.14317 0.66714 2.57250
O -0.79796 1.12572 2.49071
C -0.65872 2.47700 2.93850
C -0.08702 2.53740 4.35838
O -1.00800 2.00110 5.31288
C -0.66628 0.67616 5.70567
H -2.14390 -0.41887 2.44412
H -2.59703 0.90191 3.53943
H -2.73446 1.11570 1.76760
H -1.61504 3.01060 2.87582
H 0.04363 2.96821 2.25574
H 0.07490 3.58689 4.62622
H 0.88121 2.02381 4.41712
H 0.18952 0.70294 6.38702
H -0.43720 0.04151 4.84727
H -1.52050 0.24517 6.23406
C -3.82294 -0.94773 -5.87040
O -4.48396 -0.25360 -4.81787
C -5.50658 0.62012 -5.30442
C -6.89760 0.00412 -5.12515
O -7.06802 -1.14634 -5.95839
C -6.91979 -2.36286 -5.23406
H -3.23039 -1.75461 -5.43024
H -4.53121 -1.38530 -6.57957
H -3.14839 -0.26373 -6.39558
H -5.32642 0.88791 -6.35279
H -5.44998 1.53902 -4.71014
H -7.64829 0.73794 -5.43718
H -7.08820 -0.24285 -4.07284
H -7.81124 -2.53987 -4.62469
H -6.03187 -2.35479 -4.59874
H -6.82052 -3.17938 -5.95383
C 5.96593 -0.36286 -5.17917
O 6.96270 -0.24821 -4.16928
C 7.86732 -1.35613 -4.17357
C 9.19267 -0.99077 -4.84923
O 9.01356 -0.74754 -6.24767
C 8.98249 0.64254 -6.55308
H 5.46285 0.60329 -5.27603
H 6.39545 -0.62849 -6.14922
H 5.22709 -1.11471 -4.88332
H 7.41071 -2.23240 -4.64989
H 8.06519 -1.61006 -3.12613
H 9.87777 -1.84034 -4.75843
H 9.66213 -0.12837 -4.35876
H 9.99527 1.05368 -6.50245
H 8.32404 1.19450 -5.87936
H 8.60798 0.76016 -7.57315
C -4.63081 0.91368 10.50035
O -3.63404 1.02833 11.51024
C -2.72942 -0.07960 11.50596
C -1.40407 0.28577 10.83030
O -1.58318 0.52900 9.43185
C -1.61425 1.91907 9.12645
H -5.13388 1.87982 10.40349
H -4.20129 0.64804 9.53030
H -5.36965 0.16183 10.79620
H -3.18603 -0.95586 11.02963
H -2.53155 -0.33352 12.55339
H -0.71896 -0.56380 10.92109
H -0.93461 1.14817 11.32077
H -0.60147 2.33022 9.17708
H -2.27270 2.47104 9.80016
H -1.98875 2.03670 8.10637
*
```

E: -2396.970106 Eh
Energy relative to the best compared isomer or geometry (same formula, charge and spin): 213.3 kJ/mol
HOMO energy: -3.26 eV

Taken from the Löwdin analysis, the atomic charges in e are:
1. C -0.091
2. B -0.605
3. O -0.138
4. P 0.116
5. Cl 0.178
6. C -0.368
7. C -0.337
8. C -0.102
9. F -0.134
10. H 0.065
11. H 0.051
12. H 0.070
13. H 0.095
14. H -0.059
15. H -0.053
16. H -0.037
17. H 0.069
18. H 0.101
19. H 0.117
20. H 0.064
21. H 0.087
22. H 0.093
23. C -0.103
24. O -0.210
25. C -0.195
26. C -0.195
27. O -0.208
28. C -0.113
29. H 0.094
30. H 0.079
31. H 0.091
32. H 0.125
33. H 0.123
34. H 0.119
35. H 0.125
36. H 0.087
37. H 0.085
38. H 0.086
39. C -0.129
40. O -0.205
41. C -0.202
42. C -0.202
43. O -0.203
44. C -0.113
45. H 0.036
46. H 0.077
47. H 0.087
48. H 0.121
49. H 0.119
50. H 0.115
51. H 0.123
52. H 0.081
53. H 0.088
54. H 0.086
55. C -0.118
56. O -0.206
57. C -0.197
58. C -0.199
59. O -0.198
60. C -0.114
61. H 0.095
62. H 0.085
63. H 0.061
64. H 0.127
65. H 0.121
66. H 0.118
67. H 0.122
68. H 0.083
69. H 0.083
70. H 0.088
71. C -0.111
72. O -0.199
73. C -0.197
74. C -0.196
75. O -0.200
76. C -0.106
77. H 0.089
78. H 0.084
79. H 0.086
80. H 0.124
81. H 0.121
82. H 0.121
83. H 0.125
84. H 0.090
85. H 0.083
86. H 0.083


Computed, not measured: a cluster of 5 separate species, C20H53BrClN5O5P in total, with ωB97M-V/def2-TZVPD.

Structure (ORCA input):
```
! RIJCOSX wB97M-V def2-TZVPD def2/J DEFGRID3
* xyz 1 1
O 3.64537 1.98280 4.92302
P 4.47928 0.77753 3.92811
Cl 2.89445 -0.54927 3.29276
C 5.79910 -0.17166 4.92987
C 6.38745 -1.59945 4.36776
C 5.32726 -2.61669 5.13663
Br 5.70203 -4.61422 4.95898
C 5.30338 -1.99915 6.69030
N 5.55419 -0.50678 6.38897
H 2.84690 2.26302 4.34951
H 6.70185 0.59908 5.01962
H 6.35754 -1.53862 3.19502
H 7.46675 -1.63657 4.87144
H 4.18212 -2.55318 4.84649
H 6.07541 -2.52585 7.42932
H 4.19553 -2.07813 7.10798
H 6.53493 -0.40839 6.79073
H 5.01229 0.15614 6.99331
C 0.75059 1.49096 -1.06925
C 0.70596 0.49389 0.08722
C -0.72464 0.03095 0.44899
O -1.48451 0.99039 1.18842
C -2.08681 1.99975 0.39263
N 1.39253 1.08025 1.24788
H 0.44365 2.49604 -0.77114
H 1.77141 1.57449 -1.45985
H 0.10635 1.16575 -1.89225
H 1.26622 -0.39254 -0.23192
H -0.63909 -0.84465 1.10375
H -1.27647 -0.30177 -0.43750
H -2.40506 1.62286 -0.58408
H -1.40175 2.84003 0.27468
H -2.96631 2.36829 0.92483
H 1.44614 0.37402 1.98485
H 0.77178 1.79271 1.64028
C -1.02238 -4.86357 5.41901
C 0.18657 -4.35605 4.63516
C 1.37856 -5.34143 4.63150
O 2.12445 -5.36758 5.85120
C 1.55185 -6.17208 6.87089
N 0.57684 -3.03977 5.16189
H -0.88642 -4.78600 6.50010
H -1.91222 -4.27436 5.16876
H -1.23735 -5.90867 5.17467
H -0.13608 -4.22837 3.59540
H 2.08559 -5.01084 3.86109
H 1.06472 -6.35202 4.34639
H 1.05064 -7.05743 6.46809
H 0.85979 -5.57881 7.46953
H 2.35627 -6.50059 7.53238
H 1.32137 -2.66148 4.57253
H 1.03714 -3.19687 6.06208
C -5.68530 4.41383 -4.62266
C -4.47035 3.50289 -4.45640
C -4.44114 2.75252 -3.10439
O -4.04445 3.55882 -1.99209
C -5.08368 4.35773 -1.44749
N -3.24916 4.29660 -4.65895
H -5.59897 5.34008 -4.05006
H -5.80374 4.70134 -5.67381
H -6.60296 3.90372 -4.31312
H -4.52497 2.74774 -5.24903
H -3.68746 1.95913 -3.17652
H -5.39470 2.25211 -2.90090
H -6.05762 3.86149 -1.49740
H -5.11819 5.32197 -1.95575
H -4.84649 4.55009 -0.39901
H -2.44514 3.66565 -4.64421
H -3.11942 4.87331 -3.82380
C -1.20222 0.53220 -9.42232
C -1.86322 0.10413 -8.11336
C -2.13368 1.27901 -7.14468
O -0.97376 1.75281 -6.45563
C -0.17051 2.64896 -7.20834
N -1.03827 -0.93643 -7.48168
H -0.13825 0.75030 -9.30546
H -1.28140 -0.26784 -10.16748
H -1.69071 1.42008 -9.83607
H -2.83284 -0.33629 -8.37288
H -2.81437 0.92041 -6.36315
H -2.65113 2.10419 -7.64708
H -0.76733 3.28867 -7.86549
H 0.56988 2.09250 -7.78406
H 0.37301 3.28495 -6.50642
H -1.53257 -1.28844 -6.65917
H -0.21405 -0.47433 -7.08920
*
```

E: -4818.948715 Eh
HOMO energy: -10.35 eV

Taken from the Löwdin analysis, the atomic charges in e are:
1. O -0.390
2. P 0.736
3. Cl 0.269
4. C -0.474
5. C -0.137
6. C -0.622
7. Br 0.634
8. C -0.114
9. N -0.017
10. H 0.082
11. H 0.152
12. H 0.147
13. H 0.152
14. H 0.066
15. H 0.162
16. H 0.157
17. H 0.183
18. H 0.193
19. C -0.069
20. C -0.423
21. C -0.194
22. O -0.193
23. C -0.102
24. N -0.002
25. H 0.066
26. H 0.078
27. H 0.081
28. H 0.134
29. H 0.117
30. H 0.120
31. H 0.084
32. H 0.076
33. H 0.090
34. H -0.075
35. H 0.073
36. C -0.069
37. C -0.423
38. C -0.197
39. O -0.231
40. C -0.102
41. N 0.038
42. H 0.065
43. H 0.082
44. H 0.082
45. H 0.137
46. H 0.114
47. H 0.122
48. H 0.096
49. H 0.074
50. H 0.088
51. H 0.015
52. H 0.065
53. C -0.071
54. C -0.429
55. C -0.196
56. O -0.210
57. C -0.102
58. N 0.044
59. H 0.065
60. H 0.079
61. H 0.079
62. H 0.125
63. H 0.116
64. H 0.119
65. H 0.093
66. H 0.075
67. H 0.085
68. H 0.066
69. H 0.071
70. C -0.073
71. C -0.428
72. C -0.206
73. O -0.208
74. C -0.106
75. N 0.033
76. H 0.064
77. H 0.079
78. H 0.079
79. H 0.135
80. H 0.112
81. H 0.119
82. H 0.094
83. H 0.073
84. H 0.087
85. H 0.071
86. H 0.070